Computed, not measured: a 13-piece molecular cluster, C87H187N13O13 overall in a non-equilibrium geometry, with ωB97M-V/def2-TZVPD.

Geometry as XYZ:
```
300
Properties=species:S:1:pos:R:3:forces:R:3:mulliken_charge:R:1
C 1.61781 -3.14800 -3.33467 -0.6901 0.2531 -0.0812 -0.236
C 2.12905 -4.58530 -3.56929 -0.4231 0.3346 0.6215 2.094
C 1.41562 -5.14294 -4.77691 0.5877 -0.2699 -0.8006 -1.321
C 1.85938 -4.51070 -6.08740 -0.7316 0.7793 -1.1048 -0.109
C 3.33746 -4.69544 -6.23503 1.2910 -0.8660 0.4543 -1.903
C 4.12160 -4.08899 -5.05019 0.4188 -0.1193 -1.5754 1.947
N 3.58055 -4.64861 -3.79990 0.9029 -0.7163 -0.4023 -0.227
O 4.29310 -4.04867 -2.72436 -0.8809 1.0507 0.1462 0.087
C 5.59232 -4.54387 -5.28821 -0.4953 1.8180 1.2100 -1.715
C 4.06695 -2.56189 -5.20216 -0.2800 0.1018 0.0527 -1.573
C 1.73708 -5.49292 -2.34586 0.2648 0.7328 -0.7056 -2.200
H 2.31063 -2.60765 -2.69787 -0.1221 0.0338 0.4160 0.328
H 0.58919 -3.17501 -2.89255 0.8933 0.0427 -0.0563 0.126
H 1.52195 -2.53150 -4.25174 0.1170 -0.6540 0.3632 -0.582
H 1.74113 -6.17550 -4.89504 -0.3516 -0.4150 0.2668 0.452
H 0.34519 -5.10178 -4.57854 -0.0541 0.0030 -0.2154 0.404
H 1.56466 -3.43306 -6.24060 0.2238 -0.9565 0.4413 -0.035
H 1.43072 -5.02249 -6.94855 -0.5148 -0.1227 0.0935 0.499
H 3.78395 -4.31135 -7.16053 -0.4170 0.3569 0.1206 0.362
H 3.62367 -5.78419 -6.29159 -0.5864 0.7227 0.2710 0.353
H 6.15270 -3.91976 -4.58408 0.4925 -0.4740 0.0689 0.197
H 5.65516 -5.57286 -5.03430 0.4298 -0.9903 0.0199 0.533
H 6.00510 -4.28611 -6.27775 -0.6022 -0.3326 0.2366 0.392
H 4.81281 -2.23755 -5.91820 0.3306 0.0535 -0.0224 0.515
H 3.12380 -2.33572 -5.66247 -0.4872 0.5163 -0.1031 0.394
H 4.14286 -1.94482 -4.30305 0.1814 -0.3670 0.0732 -0.023
H 0.61938 -5.61481 -2.33827 1.1294 -0.3662 -0.0849 0.126
H 1.98356 -4.92300 -1.47237 0.1277 0.2227 0.7876 0.404
H 2.36402 -6.41295 -2.30979 -0.8829 0.3866 -0.2797 0.506
H 4.96844 -4.64885 -2.42090 0.2037 -0.6872 -0.0619 0.238
C -1.65580 -2.17087 -4.91306 0.4656 -0.9329 1.6797 -0.771
C -1.58336 -0.67549 -4.87146 -0.6320 1.6381 -1.7531 0.759
C -1.95188 -0.05428 -6.30789 0.0843 -0.1421 1.5623 -1.359
C -3.45389 -0.07805 -6.53309 -1.2338 -0.4204 -0.0790 -1.006
C -4.17507 0.71392 -5.40910 0.2356 -0.8173 0.4478 -0.932
C -3.92550 0.04028 -4.04029 0.3170 -0.4851 0.6706 1.821
N -2.42812 0.04258 -3.90253 -0.6678 0.0364 -1.0377 0.280
O -2.00572 -0.20998 -2.61387 -0.0716 -0.9842 1.3824 1.884
C -4.46372 0.99858 -2.96307 0.2386 -0.5718 0.4704 0.145
C -4.67498 -1.34719 -3.89362 0.1017 0.9106 -1.2906 -1.534
C -0.16282 -0.20529 -4.65810 0.8215 -1.3438 1.0557 -1.215
H -2.63905 -2.56292 -5.06249 -0.4346 -0.2270 -0.0272 0.282
H -1.21209 -2.62164 -3.98381 -0.7207 0.4312 -0.5525 -0.347
H -1.05490 -2.59487 -5.68143 0.7118 -0.0489 -0.9614 0.560
H -1.62264 1.00472 -6.29322 0.1329 -0.6057 -0.2037 0.290
H -1.32830 -0.68658 -6.95265 -0.4739 0.5096 -0.5196 0.619
H -3.78174 -1.12419 -6.42164 -0.0678 0.1437 -0.2302 0.277
H -3.81613 0.23019 -7.54170 0.5884 0.0067 0.6198 0.415
H -5.25986 0.86948 -5.47978 0.1520 -0.4639 -0.5683 0.578
H -3.77628 1.70332 -5.29878 0.4611 0.6494 -0.2378 0.159
H -3.74625 1.78537 -2.83983 0.2319 0.8751 -0.2817 -0.839
H -5.43157 1.33723 -3.28617 -0.4455 0.5257 -0.0862 0.131
H -4.59463 0.64272 -1.92711 0.1254 -0.6364 -0.5302 -0.546
H -5.48617 -1.38432 -4.63258 -0.0808 0.2280 0.1365 0.273
H -4.05044 -2.18809 -4.16087 -0.0631 -0.0290 0.5259 0.351
H -5.11742 -1.45920 -2.91737 0.1419 -0.1933 0.2981 0.135
H -0.26015 0.87226 -4.59971 0.6798 0.2185 0.4113 0.632
H 0.47298 -0.49558 -5.50696 -0.2056 0.1906 0.0507 0.539
H 0.30609 -0.73709 -3.75699 -0.6195 1.2621 -0.9632 -0.739
H -2.27819 -1.11941 -2.34982 -0.1193 0.2669 -0.1372 -0.725
C -6.00955 5.98737 -4.06198 1.2133 -0.3290 -1.8476 -1.830
C -4.54857 5.50072 -3.69674 -0.3750 2.6463 0.0151 2.282
C -3.53137 6.56673 -4.17373 -0.2238 0.6304 2.2204 -1.694
C -3.58238 7.84295 -3.34485 0.9473 -0.2646 1.0970 -0.968
C -3.31543 7.49716 -1.84951 0.3912 -0.2873 -1.8279 -1.306
C -4.26167 6.47909 -1.29806 -1.2139 -0.8102 0.7809 1.668
N -4.34998 5.32720 -2.25349 1.0563 0.0307 0.8098 0.587
O -5.24237 4.37566 -1.66946 0.9563 -1.5458 -0.7426 0.180
C -3.62649 5.96597 0.06569 0.2786 0.0285 -0.9330 -1.365
C -5.65926 7.09491 -0.98391 1.2192 0.4398 0.8757 -1.856
C -4.23375 4.27834 -4.47554 0.3865 -1.4781 2.2813 -2.036
H -6.31553 5.60355 -5.08361 0.2518 0.1859 1.1962 0.385
H -6.14757 7.05718 -4.12138 0.3373 0.4220 0.0876 0.366
H -6.66052 5.65081 -3.31448 -1.0786 -0.7055 0.8276 0.360
H -2.49984 6.26976 -4.16652 0.5216 -0.9157 0.0955 0.383
H -3.76865 6.79602 -5.15613 -0.5116 0.3798 -2.0950 0.568
H -4.53869 8.28378 -3.44960 -0.9695 0.8108 -0.1469 0.369
H -2.79896 8.55412 -3.65859 -0.4408 -0.1781 -0.0826 0.481
H -3.33656 8.36623 -1.19263 0.3607 0.0362 -0.1017 0.538
H -2.34334 6.98198 -1.90421 0.1571 0.5103 0.5845 0.219
H -2.86130 6.72085 0.38421 -0.8294 -0.6252 0.0800 0.379
H -4.35527 5.73579 0.85817 0.2032 0.3343 -0.3137 0.363
H -3.09237 5.03139 -0.15808 -0.0122 0.2935 0.0805 -0.022
H -5.58058 7.70489 -0.05506 0.0324 -0.1512 -0.6724 0.465
H -6.05438 7.70772 -1.77676 -0.1020 0.2192 -0.3419 0.325
H -6.35119 6.32158 -0.74510 -0.6154 -0.7196 0.0130 0.271
H -3.30561 3.79273 -4.07463 -0.7652 0.2870 -0.5076 -0.126
H -4.16094 4.48977 -5.49049 0.3927 0.4913 -1.8538 0.680
H -5.08821 3.64296 -4.36912 -0.3046 -1.0749 0.0812 0.287
H -4.72230 3.51847 -1.76501 -1.0721 1.4432 0.3013 0.004
C 4.82297 2.05221 4.10862 0.1954 1.0387 -0.1456 -1.739
C 4.54086 1.15124 5.32049 0.6576 -0.2593 0.5029 2.101
C 5.66931 1.35605 6.34950 -0.0369 -0.2964 0.5076 -1.032
C 5.25703 0.73255 7.69690 1.9384 0.1211 -0.1861 -0.625
C 3.94618 1.18648 8.26263 0.9321 0.9461 1.2600 -0.962
C 2.82035 1.16377 7.27103 -0.2128 -0.0743 -0.4764 1.712
N 3.33118 1.66222 5.96854 -0.5240 0.5968 -0.2815 -0.309
O 2.25051 1.53221 5.04398 -0.2787 -0.2923 -0.3574 0.448
C 2.16761 -0.20614 7.23725 -0.5187 -1.6129 0.9324 -1.605
C 1.78058 2.17397 7.68655 0.2576 0.7119 0.4985 -1.907
C 4.44850 -0.34152 4.87042 -0.2970 1.5724 -0.0684 -1.553
H 4.53146 3.08793 4.33791 0.3885 -0.1447 0.4240 0.526
H 4.17010 1.88763 3.27302 -0.2687 -0.7550 -0.6118 -0.182
H 5.87490 2.08956 3.73034 -0.7195 -0.4300 0.5488 0.324
H 6.57480 0.79722 6.09002 -0.1200 0.0610 -0.5454 0.316
H 6.02770 2.41287 6.46119 -0.8296 -0.6594 -0.1355 0.391
H 6.13973 0.99656 8.33852 -1.0103 -0.5023 0.1049 0.389
H 5.25459 -0.36226 7.57624 0.0604 0.2455 0.0695 0.262
H 4.06516 2.23577 8.64186 -0.0811 -0.7762 -0.2483 0.352
H 3.74064 0.53992 9.13632 -0.2881 0.4299 -0.3172 0.337
H 2.84246 -1.00243 6.88611 -0.1814 0.2692 0.4038 0.283
H 1.74065 -0.51023 8.25645 0.9333 0.5308 -1.1131 0.404
H 1.29812 -0.27876 6.60119 -0.1911 0.3840 -0.5214 0.209
H 2.28792 3.13095 7.88942 -0.3307 -0.0488 -0.6746 0.430
H 1.02892 2.21623 6.90188 -0.1898 0.3551 0.2846 0.192
H 1.36657 1.93833 8.66023 -0.4309 -0.4786 0.0809 0.470
H 5.37555 -0.47230 4.36916 0.7614 -0.6309 -0.8309 0.459
H 3.60667 -0.39408 4.17900 0.0922 -0.3207 -0.0335 -0.081
H 4.36665 -1.09203 5.63998 -0.0647 0.0151 0.3247 0.424
H 2.18875 2.35621 4.52977 0.3320 0.2306 0.3921 -0.016
C -8.58816 4.08364 -2.38267 -0.5403 -0.8010 0.2947 -1.621
C -9.11809 2.64092 -2.14756 0.6991 -0.2334 -1.0252 1.536
C -8.84946 1.80445 -3.46926 1.2174 0.0657 1.3833 -0.653
C -8.82237 0.31951 -3.16886 0.0306 -0.3464 -0.4025 -1.260
C -8.01810 -0.09988 -1.95928 0.0980 -1.9812 -0.1498 -0.035
C -8.31521 0.65342 -0.69969 -0.0019 0.9908 0.8210 1.345
N -8.14887 2.06938 -1.09067 -0.3389 0.2035 -1.4420 1.084
O -8.23129 2.86380 0.04647 -0.8947 0.7721 1.4132 -0.615
C -9.66198 0.28614 -0.00472 0.6013 0.3795 -0.6574 -1.693
C -7.19257 0.36582 0.31321 0.0202 -1.4529 0.0629 -2.023
C -10.63753 2.63554 -1.80815 0.7273 -0.5877 -1.2903 -1.972
H -8.81578 4.71129 -1.51170 0.6121 -0.1312 -0.1391 0.406
H -8.99002 4.60122 -3.23598 -0.8760 -0.1344 -0.5255 0.550
H -7.55146 3.97072 -2.66552 0.4966 0.2346 0.7741 -0.127
H -9.47209 2.03947 -4.31182 -0.9701 0.2200 -0.0293 0.543
H -7.86839 2.06380 -3.85403 0.5236 0.2949 0.2170 -0.263
H -8.52285 -0.28972 -4.02208 0.3890 0.2526 -0.2579 0.566
H -9.81319 -0.02475 -3.03161 -1.4296 -0.2718 0.4282 0.473
H -6.93653 -0.10980 -2.15850 -0.2776 0.4123 0.0206 -0.651
H -8.24549 -1.17873 -1.73309 0.1325 0.7293 -0.3447 0.643
H -9.73403 -0.77456 -0.11047 -0.2267 -0.8780 0.3511 0.435
H -9.61661 0.57607 1.03061 0.0258 -0.0347 0.4751 0.367
H -10.57477 0.70846 -0.40308 0.1546 0.0614 -0.2907 0.334
H -7.13590 -0.71948 0.65387 -0.3270 1.1846 -0.6034 0.354
H -6.24197 0.60955 -0.13808 0.4036 0.0730 -0.1997 0.133
H -7.29630 0.96730 1.19466 -0.1788 0.2736 0.4773 0.577
H -11.09523 3.45341 -2.38672 -0.0316 -0.3175 0.3468 0.430
H -10.73654 2.77871 -0.76156 -0.4196 0.4246 0.9371 0.480
H -11.12438 1.66713 -2.08460 0.3531 0.8521 0.1329 0.279
H -7.39005 3.30242 0.24579 0.0107 -0.3741 -0.7719 0.357
C 0.85346 -8.10220 4.82114 -0.1717 -1.3513 0.6295 -1.561
C 1.73743 -7.14975 4.08287 1.8658 -0.8685 -0.9611 1.664
C 2.29255 -7.93363 2.84234 -1.2253 1.5891 -1.1503 -1.242
C 1.21415 -7.97219 1.70841 1.5505 -0.7198 -0.4648 -0.893
C 0.79809 -6.52707 1.40414 0.0406 -0.0251 1.4114 -1.324
C 0.08139 -5.81966 2.63560 1.4355 0.5622 -1.5606 3.104
N 1.08568 -5.92228 3.70418 -0.6256 1.3783 0.0566 0.102
O 0.57650 -5.24938 4.87635 -0.7513 -1.4975 -0.0913 -0.341
C -0.03485 -4.29933 2.30553 0.0352 0.5105 -0.1281 -1.518
C -1.27026 -6.46040 2.92181 0.4344 -1.2795 -0.5098 -1.442
C 3.02220 -6.77876 4.82673 0.7939 0.2876 0.1116 -1.856
H -0.04878 -8.32756 4.23437 0.3362 -0.0067 0.4087 0.246
H 0.57620 -7.66484 5.76260 -0.4451 0.0410 0.5436 0.446
H 1.35585 -9.07705 5.05683 -0.2647 0.8537 -0.2671 0.364
H 3.06144 -7.31786 2.35987 0.2364 -0.0419 0.4081 0.351
H 2.77756 -8.87578 3.12662 -0.5667 0.1142 0.0088 0.525
H 0.44043 -8.74468 1.85484 -0.0088 0.6016 0.0281 0.347
H 1.78411 -8.26876 0.79788 -0.5131 -0.2411 0.4093 0.425
H 0.29571 -6.48341 0.43995 -0.5133 0.2698 0.1654 0.216
H 1.75160 -5.98744 1.29931 -0.2855 0.0514 -0.1817 0.287
H -0.57360 -3.77126 3.08045 -0.2610 -0.0323 0.4567 -0.119
H 0.88489 -3.66085 2.17127 -0.4200 -1.3725 0.1636 0.157
H -0.62822 -4.13433 1.40580 -0.0848 -0.2326 -0.2508 -0.178
H -1.10019 -7.56748 2.85264 -0.6104 0.9761 0.2855 0.325
H -1.72544 -6.18955 3.86066 0.1235 -0.0133 0.5290 0.222
H -2.01040 -6.22647 2.16900 -0.0881 0.2236 -0.5142 0.276
H 2.90690 -6.31446 5.80531 -0.2897 -0.4993 0.2378 0.337
H 3.66613 -6.04761 4.30175 -0.7426 -0.2122 -0.3326 0.287
H 3.64202 -7.67864 4.82660 -0.0109 -0.0371 0.7408 0.418
H -0.17934 -5.83270 5.21052 0.9935 1.0600 -0.2707 0.251
C 6.13208 0.38905 -2.22859 -0.6823 -1.5453 -0.2592 -2.318
C 6.86738 -0.35620 -1.10772 1.7402 -0.1330 0.3530 2.437
C 6.79675 0.55226 0.10047 -0.5235 -0.1667 0.6935 -0.938
C 7.30898 -0.12614 1.40260 0.1710 2.4388 0.7579 -0.760
C 6.56615 -1.40497 1.65021 -0.4713 0.5634 0.1656 -1.282
C 6.76693 -2.36518 0.47916 -2.7715 -0.5359 1.1900 2.386
N 6.30259 -1.68319 -0.70517 -0.4823 2.0358 -1.3479 0.612
O 6.54824 -2.52061 -1.80601 -1.1007 -0.6069 -1.1358 -0.433
C 8.14217 -2.90049 0.37819 1.2668 1.0543 0.1185 -2.083
C 5.73489 -3.55223 0.69984 0.9077 -1.0376 0.1701 -1.866
C 8.34031 -0.48198 -1.57395 1.0979 -0.0018 0.3958 -1.957
H 5.07382 0.36108 -2.04853 -0.6787 -0.1383 0.1401 0.288
H 6.29680 -0.03916 -3.22142 0.1455 -0.0613 0.0873 0.429
H 6.38725 1.43087 -2.26980 0.4949 0.4601 0.1368 0.614
H 7.22655 1.51380 -0.21861 0.2842 -0.2498 0.6603 0.668
H 5.72607 0.74671 0.24584 -0.0029 0.1296 0.1670 -0.218
H 7.10034 0.57258 2.30939 0.5634 -0.9610 -1.5255 -0.021
H 8.40093 -0.30861 1.35525 -0.5080 0.2092 0.1172 0.512
H 5.48947 -1.15237 1.81065 0.5759 -0.3821 -0.3640 -0.030
H 6.91503 -1.78890 2.61044 0.0301 -0.5559 -0.1704 0.578
H 8.88674 -2.09426 0.30776 -0.2380 -0.2934 0.3023 0.313
H 8.39238 -3.50255 1.22960 0.1067 -0.5911 0.3066 0.454
H 8.21932 -3.40455 -0.55084 0.2253 -1.0128 -0.6626 0.429
H 6.12651 -4.46685 0.20070 -0.1142 0.4454 0.2539 0.375
H 5.71197 -3.80306 1.79343 -0.2154 0.2574 -0.8965 0.379
H 4.71186 -3.44354 0.28022 0.6736 0.5996 0.4631 0.183
H 8.59605 -1.40046 -2.14847 -0.5198 0.8252 0.1535 0.187
H 9.05812 -0.45563 -0.74083 -0.3686 -0.1890 0.0509 0.386
H 8.64103 0.42441 -2.10501 -0.2450 -0.1667 -0.4888 0.501
H 5.71325 -2.41268 -2.30726 0.5601 -0.5600 0.1698 0.117
C 2.02622 0.65623 1.17050 1.4604 -0.9363 -0.9610 0.257
C 0.78179 -0.15688 0.88103 -0.4169 0.7867 -0.8294 2.595
C 0.21313 -0.58317 2.20039 -0.9923 -0.4121 0.9491 -0.754
C -0.42058 0.55379 3.04540 1.2936 0.6415 -0.7999 0.059
C -1.39386 1.31452 2.14592 -2.0010 -0.0145 1.2053 -1.183
C -0.86383 1.77567 0.76632 -0.5811 0.2092 1.1002 1.570
N -0.28226 0.60380 0.15989 -0.0084 -1.3901 -0.3922 0.812
O 0.07252 0.82294 -1.20289 1.2975 1.2237 0.8211 2.364
C -2.08507 2.15359 -0.04678 0.0215 1.4904 -0.9743 -1.739
C -0.00255 3.01470 0.93757 2.0627 0.4833 -1.2404 0.925
C 1.04097 -1.40569 0.04824 1.4929 -0.2134 -0.5147 -1.049
H 1.90414 1.30794 1.99050 -0.2047 0.6558 1.0167 -0.663
H 2.21799 1.27599 0.30883 0.4939 0.1304 -0.3228 -1.013
H 2.93159 0.02191 1.41541 -0.9547 0.5084 -0.4711 -0.282
H -0.51575 -1.37207 1.96573 -0.1514 0.1221 0.4166 -0.329
H 1.03106 -1.03932 2.74956 0.0806 -0.2291 0.2787 0.469
H 0.39478 1.21884 3.37044 -0.1389 -0.0907 -0.0853 -0.947
H -0.83614 0.21174 3.99617 -0.3388 -0.2076 -0.3231 0.798
H -1.98581 2.15156 2.68182 1.3714 -0.8284 -0.7423 0.438
H -2.21591 0.58897 1.98999 0.1982 0.2086 -0.4209 0.307
H -2.65783 2.97329 0.44191 0.1247 -0.8251 0.0021 0.387
H -1.81235 2.59367 -1.03735 0.0525 -0.4509 0.5881 -0.190
H -2.66094 1.26733 -0.24402 -0.5663 -0.2616 -0.0021 0.067
H 0.82263 2.93097 1.67631 -1.0403 0.0340 0.1600 -1.071
H 0.68530 3.11615 -0.00654 -1.8067 0.4346 1.1813 -1.283
H -0.68519 3.88292 1.16439 1.0751 -0.6369 -0.4738 0.597
H 1.43669 -1.23664 -1.00258 -0.7702 0.0935 1.2796 -0.248
H 0.13611 -2.02173 0.04943 0.1561 -0.0161 -0.2732 -0.580
H 1.86382 -1.95068 0.55123 -0.4783 -0.0775 -0.1361 0.614
H -0.46429 0.25190 -1.75054 -0.8855 -0.3652 -0.0624 -0.376
C 3.01090 2.13048 -2.20742 -0.3760 0.2217 -0.9728 0.301
C 2.40506 3.55188 -2.28508 -0.9769 -3.4891 -0.2137 0.254
O 3.07038 4.50082 -2.10404 2.2987 3.7960 0.7391 -0.601
N 1.08931 3.61181 -2.58940 -1.3298 -0.9697 -0.5908 0.378
C 0.27666 4.83104 -2.60451 0.3305 0.0071 0.5734 -0.690
H 3.76685 2.00517 -3.01459 -0.6284 0.1813 0.4017 0.405
H 2.18272 1.44562 -2.34005 0.1366 -0.5996 -0.0781 -0.209
H 3.51677 1.87349 -1.27740 -0.1408 0.5419 0.1176 -0.244
H 0.59562 2.71519 -2.74043 0.5057 1.0053 0.4002 -0.347
H 0.55996 5.57199 -3.37804 0.0869 -0.4579 0.5060 0.458
H 0.24659 5.28710 -1.59587 0.4262 0.0724 -0.4848 0.160
H -0.74998 4.53795 -2.75882 -0.3427 -0.2026 -0.3641 0.023
C 0.08960 4.91885 4.15093 0.0300 2.0145 -1.7961 -1.030
C 1.28032 4.96401 3.20055 -1.5105 1.5675 0.0766 0.694
O 2.20589 4.26192 3.46680 2.6330 -1.9895 0.1727 -0.572
N 1.24717 5.75583 2.09945 -0.7548 0.0527 0.7153 0.059
C 2.30093 5.79731 1.12282 0.5246 -0.0391 -0.8190 -0.484
H 0.47469 4.69978 5.13896 -0.3958 0.0578 0.0955 0.338
H -0.49228 4.15577 3.69269 -0.7541 -1.1447 0.2495 0.006
H -0.53131 5.84228 4.01079 0.5198 -0.6230 0.7895 0.428
H 0.45213 6.35249 2.00964 -0.1780 0.2234 -0.1845 0.206
H 2.37868 4.84045 0.59337 -0.1257 0.1351 -0.0577 0.060
H 3.25764 5.92797 1.62314 -0.1157 0.2080 -0.0309 0.082
H 2.15919 6.60982 0.35961 -0.0333 -0.7520 0.9783 0.242
C -1.92124 -5.92318 8.72001 2.1167 -0.0134 0.2904 -1.068
C -1.80441 -5.45964 7.29472 0.1544 -0.7460 -0.5382 0.751
O -1.68897 -6.23981 6.32820 -0.1657 1.1544 1.0960 -0.676
N -1.92420 -4.11623 7.18047 -0.3377 -0.2205 -1.3053 -0.139
C -2.13171 -3.54851 5.82333 0.3180 -0.9750 1.1904 -0.891
H -2.81389 -6.48480 8.79396 -1.0448 -0.5345 0.2545 0.289
H -1.96921 -5.00097 9.31219 0.0044 -0.7082 0.4923 0.313
H -1.06561 -6.60724 9.05168 -1.1028 1.1285 -0.5808 0.257
H -1.98729 -3.56285 8.02503 -0.0729 -0.0461 -0.5172 0.207
H -2.52400 -2.57643 5.87627 -0.8832 1.2518 0.4098 0.507
H -2.80703 -4.20276 5.26838 0.2798 0.0722 -0.0300 0.239
H -1.18286 -3.42205 5.35989 0.7736 -0.3745 -0.7479 0.213
C 5.01974 7.61448 -1.24716 0.3676 -1.4136 -0.6376 -1.227
C 4.93360 7.38804 0.23726 0.4009 -0.0505 -0.9823 0.807
O 4.46314 8.18103 0.99849 -1.3286 1.4612 1.1535 -0.649
N 5.53160 6.27797 0.69778 0.8675 -1.5039 -0.8712 0.049
C 6.63338 5.63909 0.01303 -0.9432 -1.9541 -0.5227 -1.136
H 6.11348 7.67067 -1.38020 -0.3546 0.4714 -0.5629 0.397
H 4.49948 8.52654 -1.53798 0.1962 -0.1754 0.0627 0.321
H 4.70206 6.71280 -1.86793 0.1300 1.1379 0.8943 0.200
H 5.58562 6.15725 1.66772 -0.2844 0.3197 1.4971 0.260
H 6.28100 5.13632 -0.91790 0.3243 0.4480 0.4988 0.285
H 7.07113 4.82730 0.63134 -0.3653 0.6353 -0.1791 0.289
H 7.38129 6.35146 -0.20703 1.1186 0.6428 -0.4180 0.432
C -2.64101 -4.97051 -1.07577 2.0752 0.5320 -2.2457 -0.855
C -3.06678 -3.52877 -0.98620 -0.0575 0.4913 1.2628 0.323
O -3.20815 -2.70813 -1.88568 0.5369 -0.6693 -0.0344 -0.668
N -3.23044 -3.17230 0.31840 0.0258 0.3410 -1.4604 0.001
C -3.50275 -1.78409 0.69098 1.0181 -1.1278 0.9651 -0.852
H -1.95188 -5.20340 -0.28740 0.3350 -0.0098 0.5818 -0.060
H -2.06008 -5.15987 -2.02583 -0.8175 0.3028 0.8206 0.201
H -3.41682 -5.66602 -1.02801 -1.5498 -0.9642 -0.0257 0.443
H -3.33120 -3.95412 0.93489 0.0878 0.2590 0.6659 0.270
H -3.68700 -1.87687 1.75602 -0.3396 0.6130 0.1961 0.558
H -4.33782 -1.39244 0.15503 -0.6006 0.3593 -0.3089 0.220
H -2.60489 -1.15537 0.56811 -0.3230 -0.2109 -0.2302 0.000
```
Forces are in eV/Å.

The energy relative to the best compared isomer or geometry (same formula, charge and spin) comes out at 2.779 eV. As for the LUMO energy: 0.292 eV. Its max |F| is 4.499 eV/Å. The HOMO-LUMO gap is 0.3056 Ha. The calculated total energy is -5116.6662 Ha.